[1]
ORCA calculation (ωB97M-V/def2-TZVPD) on a cluster of 2 separate species, C3H10OS2 in total.

XYZ file:
```
16
Properties=species:S:1:pos:R:3:forces:R:3:lowdin_charge:R:1
C -1.009 -1.852 -3.212 -0.8 -0.3 -0.1 -0.12
C -0.609 -0.437 -2.888 0.2 1.5 0.0 -0.34
C -0.924 -0.009 -1.442 -0.9 -0.7 0.2 -0.61
S 0.140 1.301 -0.859 1.2 0.5 -0.9 0.40
S -0.382 1.597 1.086 -0.6 0.4 0.0 0.32
H -0.833 -2.127 -4.252 0.5 0.1 0.0 0.07
H -0.592 -2.599 -2.539 0.2 0.0 -0.1 0.07
H -2.102 -1.930 -3.143 0.1 0.0 0.3 0.08
H -1.145 0.241 -3.558 -0.1 0.0 0.0 0.11
H 0.431 -0.163 -3.089 0.2 -0.7 0.0 0.09
H -0.821 -0.880 -0.784 0.1 0.1 0.0 0.07
H -1.946 0.357 -1.347 -0.2 -0.2 -0.1 0.07
H -0.314 0.310 1.338 0.2 -0.7 0.7 -0.22
O 2.714 -2.871 5.736 -0.8 0.5 0.0 -0.06
H 3.442 -2.358 5.394 0.6 0.0 -0.2 0.02
H 1.995 -2.215 5.696 0.1 -0.5 0.1 0.04
```
Positions in Å, forces in eV/Å.

- F_max: 0.030 hartree/bohr
- SMILES: CCCSS.O
- ΔE to the lowest compared entry with this formula, charge and spin: 9.37 kcal/mol
- Gap between HOMO and LUMO: 8.9 eV
- HOMO: -8.472 eV

***

[2]
ORCA calculation (ωB97M-V/def2-TZVPD) on a cluster of 2 separate species, C3H10OSi2 in total.

XYZ file:
```
16
Properties=species:S:1:pos:R:3:forces:R:3:lowdin_charge:R:1
C 0.889 0.336 2.639 0.0 -0.1 0.2 -0.01
C 0.239 -0.019 1.543 0.0 -0.3 0.1 -0.30
C 0.220 0.754 0.283 0.0 0.0 -0.2 -0.35
O 1.691 1.221 -2.103 -0.3 0.1 -0.2 -0.26
Si -2.910 -1.409 -1.501 0.2 0.5 0.6 0.58
Si 1.447 0.026 -1.003 -1.1 0.4 0.3 0.65
H 0.885 -0.276 3.526 0.0 -0.1 0.1 0.05
H 1.448 1.254 2.703 0.1 0.3 -0.1 0.06
H -0.306 -0.955 1.526 -0.1 -0.1 0.1 0.09
H 0.522 1.788 0.471 0.1 0.1 -0.2 0.08
H -0.789 0.771 -0.133 0.0 0.0 -0.2 0.04
H 2.555 1.526 -2.366 0.3 -0.1 -0.1 0.04
H -4.115 -2.216 -1.519 -0.3 -0.3 -0.1 -0.20
H -1.676 -2.090 -1.167 0.5 -0.3 -0.1 -0.21
H -2.825 -0.379 -2.515 0.1 0.2 -0.5 -0.20
H 2.726 -0.331 -0.385 0.4 -0.2 0.2 -0.06
```
Positions in Å, forces in eV/Å.

- F_max: 0.023 hartree/bohr
- ΔE to the lowest compared entry with this formula, charge and spin: 126.06 kcal/mol
- Gap between HOMO and LUMO (alpha / beta): 3.4 / 3.2 eV
- HOMO (alpha / beta): -5.765 / -5.658 eV

***

[3]
ORCA calculation (ωB97M-V/def2-TZVPD) on a cluster of 2 separate species, C3H10S in total.

XYZ file:
```
14
Properties=species:S:1:pos:R:3:forces:R:3:lowdin_charge:R:1
C -3.936 -1.634 -1.154 0.7 2.9 2.5 -0.14
H -4.729 -0.902 -1.402 0.3 -0.2 0.5 0.00
H -4.141 -2.467 -1.775 0.3 -1.4 0.3 -0.02
H -3.708 -1.602 0.008 -1.4 -1.2 -2.1 0.06
H -2.992 -1.138 -1.368 0.1 -0.1 -1.1 -0.01
C 1.441 1.520 0.256 0.0 -0.2 0.9 -0.37
C 2.660 0.653 0.439 -0.5 -2.4 -1.5 -0.81
S 2.279 -0.608 1.757 1.1 0.7 -0.1 0.28
H 1.277 2.137 1.171 -0.1 -0.1 -1.0 0.06
H 0.560 0.877 0.066 0.4 0.4 0.2 0.04
H 1.713 2.001 -0.661 -0.6 1.4 -0.5 0.03
H 2.710 0.092 -0.602 0.5 0.7 2.1 0.07
H 3.609 1.195 0.598 -0.5 -0.3 0.1 0.03
H 3.257 -0.124 2.665 -0.4 -0.3 -0.3 -0.23
```
Positions in Å, forces in eV/Å.

- F_max: 0.075 hartree/bohr
- Charge: -1
- ΔE to the lowest compared entry with this formula, charge and spin: 22.09 kcal/mol
- Gap between HOMO and LUMO (alpha / beta): 2.1 / 8.0 eV
- HOMO (alpha / beta): 1.106 / -4.782 eV
- Multiplicity: 2

***

[4]
ORCA calculation (ωB97M-V/def2-TZVPD) on a cluster of 2 separate species, C3H10S in total.

XYZ file:
```
14
Properties=species:S:1:pos:R:3:forces:R:3:lowdin_charge:R:1
C -0.773 -2.163 -1.180 -0.3 0.6 0.3 -0.42
S -2.284 -1.716 -2.171 0.6 0.2 -0.5 0.67
C -2.433 0.105 -1.816 -0.5 -1.2 0.3 -0.40
H -1.135 -1.962 -0.172 0.4 -1.0 0.3 0.01
H -0.297 -3.164 -1.383 -1.2 0.9 0.3 0.05
H 0.035 -1.443 -1.265 0.1 0.3 -0.7 0.02
H -1.432 0.510 -1.800 0.0 0.4 0.1 0.02
H -2.999 0.214 -0.897 0.6 0.1 0.6 0.02
H -3.105 0.616 -2.506 0.5 -0.4 -0.7 0.03
C 2.893 1.833 2.634 -0.7 -1.3 0.5 -0.06
H 3.383 2.781 2.497 0.0 0.5 0.8 0.01
H 2.090 1.698 3.394 0.3 1.2 -0.6 0.03
H 2.471 1.619 1.647 0.2 -0.6 0.2 0.01
H 3.587 1.072 3.019 0.3 0.2 -0.9 0.02
```
Positions in Å, forces in eV/Å.

- F_max: 0.030 hartree/bohr
- SMILES: CSC.C
- ΔE to the lowest compared entry with this formula, charge and spin: 18.53 kcal/mol
- Gap between HOMO and LUMO: 9.3 eV
- HOMO: -8.457 eV

***

[5]
ORCA calculation (ωB97M-V/def2-TZVPD) on a cluster of 2 separate species, C3H10S in total.

XYZ file:
```
14
Properties=species:S:1:pos:R:3:forces:R:3:lowdin_charge:R:1
C 2.364 0.269 -1.286 -0.5 0.5 0.1 -0.33
S 2.295 0.414 0.498 0.3 -0.9 -0.1 1.11
H 1.575 1.522 0.636 -0.3 0.5 -0.1 -0.05
H 2.141 -0.760 -1.569 0.1 -0.1 0.2 0.07
H 3.374 0.534 -1.602 0.2 -0.1 0.1 0.08
H 1.652 0.960 -1.730 0.0 -0.1 -0.1 0.07
C -1.123 -0.769 1.023 -0.8 0.0 -0.6 -0.17
C -2.163 0.069 0.250 -0.1 -0.3 0.1 -0.15
H -0.815 -0.247 1.927 0.6 -0.1 -0.2 0.06
H -1.589 -1.699 1.347 0.0 0.0 0.2 0.07
H -0.359 -1.126 0.320 0.5 0.3 0.4 0.04
H -1.793 0.640 -0.605 0.3 -0.2 0.0 0.06
H -2.623 0.795 0.906 -0.3 0.1 0.2 0.06
H -2.938 -0.604 -0.115 -0.1 0.2 -0.1 0.07
```
Positions in Å, forces in eV/Å.

- F_max: 0.020 hartree/bohr
- Charge: +1
- ΔE to the lowest compared entry with this formula, charge and spin: 19.50 kcal/mol
- Gap between HOMO and LUMO (alpha / beta): 11.0 / 5.8 eV
- HOMO (alpha / beta): -15.176 / -15.150 eV
- Multiplicity: 2

***

[6]
ORCA calculation (ωB97M-V/def2-TZVPD) on a cluster of 2 separate species, C3H10S2 in total.

XYZ file:
```
15
Properties=species:S:1:pos:R:3:forces:R:3:lowdin_charge:R:1
C -3.704 -1.413 -2.737 -1.6 0.6 -0.5 -0.19
C -2.919 -1.596 -1.454 0.1 0.5 -0.3 -0.61
S -3.445 -0.499 -0.093 -0.1 -0.1 0.1 0.68
H -4.365 -2.235 -2.966 0.0 -0.7 0.1 0.06
H -3.146 -1.248 -3.648 0.6 0.0 0.0 0.06
H -4.439 -0.593 -2.692 0.5 0.1 0.2 0.06
H -2.960 -2.634 -1.159 0.2 -0.1 0.3 0.06
H -1.895 -1.285 -1.615 0.3 -0.3 0.0 0.05
H -4.023 -1.420 0.676 -0.1 -0.1 0.1 -0.17
C 4.949 0.706 0.501 0.2 0.1 0.2 -0.49
S 4.190 1.751 1.785 -0.3 -0.1 -0.2 0.60
H 5.817 1.238 0.125 0.2 -0.3 -0.1 0.01
H 5.222 -0.229 0.986 0.1 0.0 -0.3 0.02
H 4.286 0.488 -0.334 -0.2 0.2 0.2 0.02
H 4.904 1.192 2.763 0.0 0.1 0.2 -0.17
```
Positions in Å, forces in eV/Å.

- F_max: 0.034 hartree/bohr
- SMILES: CCS.CS
- ΔE to the lowest compared entry with this formula, charge and spin: 16.14 kcal/mol
- Gap between HOMO and LUMO: 10.0 eV
- HOMO: -9.021 eV

***

[7]
ORCA calculation (ωB97M-V/def2-TZVPD) on a cluster of 2 separate species, C3H10S3 in total.

XYZ file:
```
16
Properties=species:S:1:pos:R:3:forces:R:3:lowdin_charge:R:1
C 2.398 -2.926 -2.436 0.3 1.0 -0.8 -0.17
C 1.828 -1.527 -2.607 0.7 1.3 0.6 -0.58
S 1.514 -0.555 -1.024 -0.4 -0.8 -0.7 0.63
H 1.663 -3.644 -2.115 -0.1 -0.3 0.3 0.06
H 3.282 -2.863 -1.808 -0.1 -0.3 0.4 0.06
H 2.779 -3.185 -3.429 -0.1 -0.4 0.1 0.07
H 2.581 -0.864 -3.031 0.2 -0.4 -0.3 0.04
H 0.998 -1.443 -3.299 -0.4 -0.2 0.3 0.06
H 0.216 -0.345 -1.274 0.0 0.0 0.2 -0.21
C -1.738 1.911 2.992 0.1 -0.3 -0.9 -0.46
S -0.695 1.020 1.763 -0.6 0.2 -0.1 0.34
S -2.016 0.838 0.175 0.3 0.2 0.3 0.29
H -2.496 2.476 2.455 0.1 0.1 -0.1 0.01
H -1.074 2.597 3.505 -0.1 -0.1 0.4 0.02
H -2.258 1.186 3.608 0.2 0.1 0.4 0.02
H -2.702 -0.227 0.603 0.0 -0.2 0.0 -0.19
```
Positions in Å, forces in eV/Å.

- F_max: 0.031 hartree/bohr
- SMILES: CCS.CSS
- ΔE to the lowest compared entry with this formula, charge and spin: 7.67 kcal/mol
- Gap between HOMO and LUMO: 9.3 eV
- HOMO: -8.753 eV

***

Look up the F_max of the sixth one. 0.034 hartree/bohr